# 1
Here is a molecular structure, C11H13IIrN4O5S from the Open Molecules 2025 dataset. Energies are from wB97M-V/def2-TZVPD.

* LUMO level: -5.20 eV
* net charge: +1
* orbital gap: 6.134 eV

XYZ file:
```
36
C11H13IIrN4O5S (wB97M-V/def2-TZVPD)
Ir 0.428 -1.410 -1.487
O -2.585 3.773 1.325
C -2.336 2.611 1.584
O -1.816 2.050 2.595
C -2.392 1.548 0.472
C -2.593 0.207 0.800
C -2.015 -0.760 0.023
N -1.248 -0.417 -1.027
C -1.218 0.854 -1.464
C -1.860 1.862 -0.781
C -0.219 1.118 -2.561
O -0.176 2.135 -3.186
O 0.678 0.128 -2.699
H -3.061 -0.059 1.737
H -2.029 -1.808 0.285
H -1.778 2.891 -1.105
N 0.358 -5.184 0.449
C 0.781 -4.073 -0.129
O -0.032 -3.166 -0.409
C 2.261 -3.947 -0.379
I 2.619 -2.793 -2.133
H -0.622 -5.282 0.672
H 0.982 -5.937 0.686
H 2.756 -4.907 -0.481
H 2.714 -3.378 0.433
C 0.755 3.323 1.331
N 0.662 1.863 1.293
C 1.266 1.159 0.374
N 1.962 1.757 -0.587
S 1.268 -0.609 0.481
H 0.133 3.658 2.154
H 0.348 3.750 0.410
H 1.793 3.627 1.472
H -0.047 1.459 1.911
H 1.898 2.753 -0.732
H 2.365 1.204 -1.326
```

# 2
Here is a molecular structure, C24H25IN2NiSi from the Open Molecules 2025 dataset. Energies are from wB97M-V/def2-TZVPD.

* LUMO level (spin up / spin down): -0.02 / -0.02 eV
* orbital gap (spin up / spin down): 7.200 / 7.193 eV

XYZ file:
```
54
C24H25IN2NiSi (wB97M-V/def2-TZVPD)
Ni 0.237 1.260 -0.023
C 0.700 0.972 4.076
C 0.125 -0.268 4.332
C -0.371 -1.017 3.281
C -0.300 -0.544 1.967
C 0.289 0.704 1.700
C 0.781 1.447 2.774
C -0.815 -1.336 0.826
C -1.234 -2.690 0.959
C -1.646 -3.379 -0.136
C -1.662 -2.750 -1.404
C -2.061 -3.401 -2.594
C -2.040 -2.735 -3.786
C -1.618 -1.386 -3.838
C -1.229 -0.737 -2.701
C -1.242 -1.407 -1.455
N -0.835 -0.732 -0.344
H 1.097 1.563 4.894
H 0.067 -0.648 5.344
H -0.822 -1.978 3.498
H 1.256 2.403 2.584
H -1.204 -3.175 1.923
H -1.958 -4.414 -0.053
H -2.378 -4.436 -2.544
H -2.343 -3.237 -4.696
H -1.600 -0.869 -4.789
H -0.897 0.294 -2.726
I -2.481 6.339 -1.209
C -2.683 4.347 -0.648
C -3.927 3.807 -0.367
C -3.995 2.476 0.007
C -2.826 1.738 0.077
N -1.631 2.259 -0.194
C -1.557 3.546 -0.543
H -4.821 4.412 -0.435
H -4.944 2.011 0.240
H -2.831 0.692 0.359
H -0.567 3.940 -0.735
C 4.840 0.239 -1.043
Si 3.194 -0.079 -0.193
C 2.442 -1.578 -1.031
C 3.558 -0.514 1.590
C 2.104 1.424 -0.323
H 5.506 -0.627 -0.984
H 5.353 1.088 -0.582
H 4.692 0.477 -2.100
H 3.141 -2.418 -1.027
H 2.181 -1.366 -2.073
H 1.536 -1.895 -0.517
H 4.248 -1.360 1.654
H 2.643 -0.777 2.126
H 4.016 0.331 2.113
H 1.953 1.679 -1.397
H 2.559 2.305 0.164
```

# 3
Here is a gas-phase ion, C5H11NO (charge +1) at a distorted geometry from the Open Molecules 2025 dataset. Energies are from wB97M-V/def2-TZVPD.

* LUMO level (spin up / spin down): -3.75 / -8.87 eV
* expectation value of S²: 0.7547
* multiplicity: 2
* net charge: +1
* orbital gap (spin up / spin down): 9.175 / 4.048 eV

XYZ file:
```
18
C5H11NO (wB97M-V/def2-TZVPD)
O -2.229 -1.578 1.563
C -1.085 -1.716 1.197
C -0.547 -1.317 -0.120
C 0.767 -0.531 0.066
C 0.405 1.003 0.323
C 0.477 1.837 -0.942
N 1.702 1.908 -1.678
H -0.479 -2.357 1.867
H -1.246 -0.752 -0.757
H -0.287 -2.258 -0.648
H 1.507 -0.840 0.803
H 1.259 -0.617 -0.940
H -0.610 1.119 0.791
H 1.246 1.275 0.992
H -0.320 1.615 -1.657
H 0.372 2.933 -0.633
H 2.533 2.332 -1.263
H 1.885 1.236 -2.412
```